Entry 1:
Entry from OMol25: a 2-piece molecular cluster, C5H11P overall in a non-equilibrium geometry (the ωB97M-V functional and the def2-TZVPD basis).

Calculated values
SMILES = C=PC(=C)C.C
LUMO = 0.10 eV
E_HOMO = -9.0 eV

Cartesian coordinates (Å):
C  1.405  -0.907  -0.040
C  2.027  -1.881  -0.753
C  0.472  -1.173  1.048
C  -2.755  1.041  -0.725
C  0.981  1.875  0.478
P  1.941  0.876  -0.474
H  1.866  -2.901  -0.615
H  2.888  -1.722  -1.549
H  0.046  -0.215  1.486
H  1.064  -1.556  1.854
H  -0.268  -1.899  0.922
H  -1.792  1.610  -0.720
H  -3.455  1.261  0.014
H  -2.263  0.064  -0.631
H  -3.311  1.013  -1.652
H  1.050  3.001  0.476
H  0.104  1.512  0.881


Entry 2:
Entry from OMol25: the molecule C2H6N6 in a non-equilibrium geometry (the ωB97M-V functional and the def2-TZVPD basis).

Calculated values
SMILES = C/N=c1/nn[nH]n1N
LUMO = -0.04 eV
E_HOMO = -8.7 eV

Cartesian coordinates (Å):
C  -0.050  1.895  -1.064
C  0.609  0.551  0.516
H  -0.176  2.883  -1.352
H  -1.128  1.461  -1.133
H  0.413  1.526  -1.913
H  -0.889  -2.140  1.789
H  0.315  -2.201  -0.729
H  -1.313  -1.703  -0.952
N  0.963  1.640  -0.177
N  1.448  0.186  1.656
N  0.843  -0.836  2.214
N  -0.344  -1.157  1.595
N  -0.438  -0.564  0.323
N  -0.252  -1.541  -0.773


Entry 3:
Entry from OMol25: C22H30N5OPPt as an isolated structure in a non-equilibrium geometry (the ωB97M-V functional and the def2-TZVPD basis).

Calculated values
net charge = +2
LUMO = -5.83 eV
E_HOMO = -13.9 eV

Cartesian coordinates (Å):
Pt  -0.074  -0.958  -0.660
N  1.947  -0.924  -0.970
C  2.657  0.353  -1.048
C  4.008  0.406  -1.337
C  4.617  1.647  -1.463
C  3.878  2.815  -1.297
C  2.527  2.748  -0.994
C  1.921  1.502  -0.860
P  0.201  1.258  -0.439
C  -0.708  2.719  -0.945
C  -1.099  3.696  -0.028
C  -1.669  4.875  -0.490
C  -1.854  5.078  -1.850
C  -1.467  4.104  -2.764
C  -0.898  2.926  -2.315
C  0.127  1.269  1.383
C  1.271  1.288  2.172
C  1.162  1.198  3.557
C  -0.084  1.098  4.154
C  -1.235  1.084  3.369
C  -1.128  1.154  1.990
H  2.403  -1.555  -0.314
H  1.977  -1.389  -1.877
H  4.580  -0.504  -1.476
H  5.670  1.701  -1.703
H  4.356  3.778  -1.411
H  1.948  3.653  -0.857
H  -0.947  3.557  1.032
H  -1.960  5.638  0.219
H  -2.300  5.999  -2.200
H  -1.606  4.269  -3.824
H  -0.591  2.169  -3.028
H  2.247  1.399  1.714
H  2.055  1.207  4.168
H  -0.167  1.058  5.232
H  -2.210  1.028  3.836
H  -2.026  1.167  1.379
N  -2.108  -1.230  -0.918
C  -2.822  -2.341  -0.214
C  -2.609  -2.359  1.294
C  -1.297  -2.995  1.737
N  -0.186  -2.054  1.523
H  -2.563  -0.354  -0.677
H  -2.214  -1.345  -1.922
H  -2.483  -3.281  -0.651
H  -3.887  -2.237  -0.423
H  -3.428  -2.924  1.739
H  -2.671  -1.339  1.686
H  -1.100  -3.903  1.167
H  -1.374  -3.282  2.789
H  0.702  -2.533  1.621
H  -0.214  -1.315  2.218
N  -0.672  -4.787  -2.267
C  0.192  -4.397  -1.307
N  0.572  -5.325  -0.403
O  0.581  -3.212  -1.225
H  -0.851  -5.760  -2.451
H  -0.847  -4.144  -3.020
H  0.428  -6.308  -0.569
H  1.320  -5.083  0.223


Entry 4:
Entry from OMol25: a 9-piece molecular cluster, C59H66FN10O2 overall in a non-equilibrium geometry (the ωB97M-V functional and the def2-TZVPD basis).

Calculated values
net charge = +1
LUMO = -2.71 eV
E_HOMO = -10.8 eV

Cartesian coordinates (Å):
C  1.964  0.626  -2.543
C  1.335  1.379  -1.629
C  -0.012  1.003  -1.041
C  -0.906  0.142  -1.952
C  -0.769  -1.390  -1.836
C  -2.034  -2.028  -2.461
C  -3.241  -2.190  -1.560
C  -4.045  -3.316  -1.759
C  -5.169  -3.512  -0.964
C  -5.532  -2.602  0.020
C  -4.742  -1.478  0.234
C  -3.601  -1.299  -0.550
C  -0.439  -1.941  -0.451
N  0.481  -1.061  0.372
C  1.922  -1.326  0.014
C  2.553  -2.426  0.884
C  2.862  -3.694  0.071
C  0.080  0.365  0.351
C  0.918  1.149  1.347
O  1.625  0.615  2.136
N  0.786  2.599  1.325
C  -0.505  2.989  1.657
O  -1.063  3.926  1.220
F  -1.092  2.181  2.538
H  1.438  0.150  -3.363
H  3.039  0.491  -2.507
H  1.845  2.293  -1.325
H  -0.555  1.940  -0.891
H  -0.673  0.427  -2.975
H  -1.925  0.477  -1.793
H  0.061  -1.670  -2.484
H  -1.775  -2.965  -2.947
H  -2.323  -1.341  -3.259
H  -3.829  -4.049  -2.524
H  -5.795  -4.385  -1.101
H  -6.402  -2.752  0.643
H  -4.983  -0.738  0.981
H  -2.999  -0.424  -0.338
H  -1.306  -2.183  0.159
H  0.099  -2.875  -0.589
H  0.381  -1.373  1.338
H  2.537  -0.440  0.082
H  1.962  -1.655  -1.019
H  1.893  -2.732  1.702
H  3.447  -2.030  1.355
H  1.909  -4.186  -0.116
H  3.394  -3.425  -0.835
H  3.439  -4.350  0.718
H  -0.936  0.403  0.757
H  0.963  2.965  0.389
N  -2.154  7.538  -0.561
C  -2.708  8.646  -0.071
C  -2.728  8.963  1.278
C  -2.142  8.079  2.169
C  -1.562  6.919  1.681
C  -1.595  6.699  0.310
H  -3.157  9.309  -0.803
H  -3.190  9.878  1.620
H  -2.138  8.291  3.231
H  -1.097  6.204  2.343
H  -1.154  5.812  -0.120
N  2.240  5.103  -0.977
C  3.127  5.039  0.016
C  4.358  5.667  -0.001
C  4.696  6.410  -1.122
C  3.788  6.492  -2.166
C  2.578  5.824  -2.046
H  2.817  4.445  0.871
H  5.035  5.577  0.836
H  5.652  6.914  -1.181
H  4.011  7.061  -3.057
H  1.839  5.865  -2.838
N  -5.303  4.374  5.438
C  -4.573  4.868  6.435
C  -3.192  4.750  6.510
C  -2.535  4.076  5.494
C  -3.280  3.554  4.449
C  -4.655  3.732  4.469
H  -5.127  5.385  7.211
H  -2.650  5.174  7.344
H  -1.458  3.961  5.516
H  -2.808  3.023  3.637
H  -5.277  3.343  3.669
N  -3.211  -6.764  -2.950
C  -2.887  -7.605  -1.969
C  -3.555  -8.796  -1.722
C  -4.620  -9.131  -2.540
C  -4.971  -8.269  -3.567
C  -4.238  -7.104  -3.728
H  -2.052  -7.292  -1.353
H  -3.248  -9.438  -0.909
H  -5.173  -10.048  -2.378
H  -5.801  -8.489  -4.225
H  -4.484  -6.400  -4.517
N  6.890  2.053  -1.638
C  7.961  1.364  -1.247
C  8.465  1.392  0.046
C  7.821  2.181  0.985
C  6.707  2.906  0.596
C  6.284  2.808  -0.722
H  8.438  0.763  -2.014
H  9.339  0.813  0.307
H  8.185  2.232  2.003
H  6.178  3.536  1.298
H  5.417  3.357  -1.070
N  10.980  5.104  -0.395
C  11.378  6.209  -1.021
C  10.975  6.555  -2.303
C  10.112  5.703  -2.973
C  9.689  4.547  -2.338
C  10.150  4.297  -1.054
H  12.055  6.846  -0.463
H  11.330  7.468  -2.761
H  9.776  5.937  -3.976
H  9.016  3.853  -2.824
H  9.843  3.407  -0.519
N  -7.933  -6.089  -0.540
C  -9.106  -5.923  0.071
C  -10.161  -6.816  -0.033
C  -9.994  -7.944  -0.819
C  -8.782  -8.134  -1.463
C  -7.791  -7.181  -1.289
H  -9.198  -5.026  0.674
H  -11.090  -6.629  0.488
H  -10.794  -8.664  -0.926
H  -8.608  -9.000  -2.086
H  -6.825  -7.289  -1.773
N  -0.626  -6.106  0.687
C  0.460  -6.731  1.141
C  0.857  -6.712  2.471
C  0.084  -6.010  3.381
C  -1.051  -5.355  2.927
C  -1.358  -5.434  1.577
H  1.038  -7.270  0.398
H  1.750  -7.236  2.783
H  0.360  -5.974  4.427
H  -1.684  -4.796  3.602
H  -2.239  -4.938  1.178


Entry 5:
Entry from OMol25: a 2-piece molecular cluster, C3H3N3O overall in a non-equilibrium geometry (the ωB97M-V functional and the def2-TZVPD basis).

Calculated values
LUMO (spin up / spin down) = -2.51 / -2.83 eV
E_HOMO (spin up / spin down) = -10.8 / -10.1 eV

Cartesian coordinates (Å):
C  2.176  0.258  0.144
C  -0.073  0.434  -0.975
C  -1.344  -0.210  0.674
N  3.227  0.551  0.384
N  -1.060  0.858  -0.282
N  0.283  -0.871  -0.795
O  -0.441  -1.282  0.197
H  0.409  0.904  -1.687
H  -0.838  0.014  1.645
H  -2.339  -0.657  0.694


Entry 6:
Entry from OMol25: C47H49F3N5O5S3V as an isolated structure (the ωB97M-V functional and the def2-TZVPD basis).

Calculated values
net charge = -1
LUMO (spin up / spin down) = 2.13 / 1.72 eV
multiplicity = 4
E_HOMO (spin up / spin down) = -1.9 / -5.3 eV

Cartesian coordinates (Å):
V  -1.474  0.968  -1.438
F  -3.738  3.809  -3.255
C  -4.398  2.668  -3.009
F  -5.711  2.916  -3.116
F  -4.072  1.798  -3.986
S  -3.953  1.961  -1.336
O  -4.369  3.021  -0.418
O  -1.004  1.952  -2.563
O  -4.843  0.768  -1.323
S  -0.455  -1.590  -6.365
C  -0.694  -0.503  -5.016
N  0.215  -0.501  -4.117
C  1.222  -1.396  -4.439
C  2.346  -1.641  -3.650
C  3.262  -2.577  -4.081
C  3.072  -3.272  -5.284
C  1.959  -3.046  -6.071
C  1.031  -2.101  -5.634
H  -1.579  0.117  -4.963
H  2.452  -1.111  -2.712
H  4.133  -2.789  -3.474
H  3.806  -4.001  -5.600
H  1.813  -3.587  -6.996
C  -4.700  -1.925  -2.416
S  -3.336  -1.409  -1.380
O  -2.532  -0.507  -2.340
C  -2.430  -2.952  -1.441
C  -2.633  -3.863  -0.417
C  -1.977  -5.086  -0.457
C  -1.120  -5.375  -1.507
C  -0.905  -4.441  -2.514
C  -1.555  -3.218  -2.482
H  -4.293  -2.063  -3.417
H  -5.441  -1.130  -2.393
H  -5.093  -2.860  -2.021
H  -3.288  -3.614  0.411
H  -2.117  -5.800  0.344
H  -0.595  -6.322  -1.527
H  -0.207  -4.653  -3.314
H  -1.370  -2.460  -3.230
C  0.057  -0.317  -0.958
C  0.746  -1.118  -0.325
C  1.565  -1.789  0.575
C  2.101  -3.108  0.275
C  2.486  -4.016  1.276
C  2.999  -5.259  0.952
C  3.145  -5.640  -0.379
C  2.742  -4.764  -1.380
C  2.218  -3.525  -1.059
C  1.831  -1.109  1.857
C  3.045  -1.229  2.542
C  3.253  -0.561  3.739
C  2.253  0.237  4.284
C  1.049  0.380  3.603
C  0.848  -0.273  2.400
H  2.358  -3.745  2.316
H  3.281  -5.942  1.744
H  3.559  -6.608  -0.630
H  2.833  -5.049  -2.422
H  1.887  -2.851  -1.840
H  3.835  -1.839  2.122
H  4.204  -0.662  4.249
H  2.415  0.754  5.221
H  0.261  1.009  4.006
H  -0.079  -0.150  1.860
C  -4.198  1.452  4.211
N  -2.879  0.941  3.819
N  -2.446  1.585  2.628
C  -2.301  0.611  1.618
O  -1.971  0.852  0.391
C  -2.549  -0.623  2.192
C  -2.881  -0.455  3.520
C  -3.260  -1.434  4.565
C  -2.009  2.895  2.737
C  -1.856  3.722  1.620
C  -1.508  5.049  1.782
C  -1.292  5.596  3.042
C  -1.397  4.766  4.149
C  -1.744  3.432  4.007
H  -4.122  2.495  4.513
H  -4.545  0.865  5.060
H  -4.913  1.371  3.384
H  -2.438  -1.555  1.660
H  -2.914  -2.428  4.278
H  -4.344  -1.502  4.730
H  -2.804  -1.183  5.528
H  -2.032  3.341  0.632
H  -1.420  5.666  0.896
H  -1.030  6.640  3.155
H  -1.212  5.157  5.143
H  -1.818  2.789  4.874
C  4.793  4.304  -0.716
C  4.297  2.908  -0.346
N  2.957  2.879  0.208
C  2.819  3.171  1.625
C  2.370  4.597  1.920
C  1.849  2.527  -0.541
C  2.094  2.193  -1.990
N  0.654  2.422  -0.100
H  5.766  4.246  -1.208
H  4.900  4.935  0.167
H  4.092  4.791  -1.395
H  4.974  2.466  0.392
H  4.339  2.266  -1.222
H  3.784  2.967  2.098
H  2.113  2.462  2.067
H  3.091  5.326  1.546
H  2.254  4.747  2.994
H  1.408  4.797  1.453
H  2.642  1.252  -2.078
H  2.670  2.973  -2.492
H  1.135  2.074  -2.481
H  0.557  2.642  0.887


Entry 7:
Entry from OMol25: the molecule C6H7N in a non-equilibrium geometry (the ωB97M-V functional and the def2-TZVPD basis).

Calculated values
SMILES = C#C[C@@H](C)CC#N
LUMO = 0.79 eV
E_HOMO = -10.3 eV

Cartesian coordinates (Å):
C  0.211  -1.781  0.608
C  0.387  -0.259  0.568
C  1.056  0.153  -0.776
C  0.762  1.527  -1.194
N  0.504  2.600  -1.538
C  -0.879  0.469  0.718
C  -1.843  1.190  0.714
H  -0.493  -2.101  -0.168
H  1.171  -2.282  0.439
H  -0.182  -2.108  1.575
H  1.050  0.041  1.391
H  2.142  0.024  -0.713
H  0.699  -0.510  -1.573
H  -2.663  1.873  0.680


Entry 8:
Entry from OMol25: C21H18Cl2IrN5O2S2SbSe4 as an isolated structure (the ωB97M-V functional and the def2-TZVPD basis).

Calculated values
net charge = -1
LUMO = 1.89 eV
E_HOMO = -4.1 eV

Cartesian coordinates (Å):
Ir  -0.165  -1.337  0.614
N  1.826  -0.501  0.452
C  3.047  -1.165  0.847
C  3.814  -1.804  -0.110
C  4.995  -2.422  0.265
C  5.400  -2.397  1.590
C  4.625  -1.749  2.540
C  3.445  -1.124  2.174
H  1.896  -0.294  -0.538
H  1.796  0.383  0.968
H  3.465  -1.855  -1.134
H  5.586  -2.943  -0.476
H  6.314  -2.896  1.886
H  4.934  -1.740  3.576
H  2.832  -0.611  2.903
N  0.283  6.337  -1.695
C  0.228  5.283  -0.786
C  -0.430  5.431  0.434
C  -0.454  4.394  1.350
C  0.189  3.202  1.062
C  0.853  3.046  -0.148
C  0.876  4.077  -1.065
S  0.137  1.861  2.220
O  -0.673  2.312  3.315
O  1.501  1.451  2.479
N  -0.542  0.653  1.408
C  -1.792  0.839  0.878
S  -3.031  1.961  1.314
C  -4.031  1.284  0.070
C  -3.391  0.262  -0.540
N  -2.122  0.030  -0.084
H  -0.459  7.012  -1.608
H  0.441  6.065  -2.652
H  -0.932  6.364  0.660
H  -0.974  4.495  2.293
H  1.348  2.112  -0.377
H  1.395  3.954  -2.008
H  -5.025  1.656  -0.109
H  -3.799  -0.368  -1.317
Cl  -3.783  -4.469  -0.541
C  -2.987  -3.408  -1.646
C  -3.590  -3.311  -2.889
C  -3.064  -2.504  -3.876
C  -1.915  -1.796  -3.584
C  -1.325  -1.894  -2.336
Cl  0.109  -0.894  -2.203
C  -1.820  -2.698  -1.276
N  -1.225  -2.762  -0.014
H  -4.487  -3.888  -3.061
H  -3.533  -2.430  -4.847
H  -1.457  -1.149  -4.318
Se  -3.413  -2.509  2.754
Sb  -1.752  -3.892  1.758
Se  -1.688  -6.270  1.806
Se  1.938  -4.483  1.347
Se  0.589  -2.896  2.276


Entry 9:
Entry from OMol25: C14H22Br2F9FeO6 as an isolated structure in a non-equilibrium geometry (the ωB97M-V functional and the def2-TZVPD basis).

Calculated values
net charge = -1
LUMO (spin up / spin down) = 2.45 / 2.45 eV
multiplicity = 5
E_HOMO (spin up / spin down) = -5.3 / -4.6 eV

Cartesian coordinates (Å):
Fe  0.390  0.354  -0.248
C  -1.140  -0.603  2.499
O  -0.588  -1.728  3.264
O  -0.249  -0.241  1.637
C  -2.527  -0.905  1.898
F  -3.505  -0.946  2.819
F  -2.900  0.003  0.988
F  -2.572  -2.104  1.262
C  -1.471  -2.530  3.999
C  -0.685  -3.535  4.817
H  -0.112  -4.220  4.188
H  0.073  -3.132  5.496
H  -1.397  -4.057  5.466
H  -2.142  -3.083  3.338
H  -2.080  -1.946  4.707
H  -1.344  0.145  3.305
C  -0.130  2.953  -0.651
O  1.028  2.444  0.028
O  -0.845  1.853  -0.906
C  -0.874  4.033  0.103
F  -1.272  3.659  1.310
F  -0.157  5.172  0.226
F  -1.974  4.375  -0.599
C  2.079  3.284  0.439
C  3.118  2.426  1.141
H  3.751  3.119  1.710
H  2.656  1.717  1.822
H  3.803  1.925  0.458
H  1.739  4.030  1.160
H  2.569  3.803  -0.394
H  0.218  3.360  -1.623
C  2.763  -0.882  -0.792
O  1.795  -0.379  -1.741
O  2.140  -0.728  0.350
C  3.045  -2.361  -1.068
F  3.561  -2.954  0.005
F  1.929  -3.036  -1.397
F  3.932  -2.546  -2.083
C  1.996  -0.465  -3.150
C  0.961  0.346  -3.861
H  -0.067  0.025  -3.715
H  1.014  1.419  -3.677
H  1.154  0.191  -4.933
H  1.937  -1.510  -3.470
H  2.998  -0.110  -3.422
H  3.680  -0.266  -0.857
Br  -1.402  -1.474  -1.532
C  -3.284  -1.386  -1.980
C  -3.590  -0.192  -2.847
Br  -2.845  -0.405  -4.637
H  -3.807  -1.259  -1.034
H  -3.553  -2.323  -2.453
H  -3.151  0.719  -2.445
H  -4.666  -0.050  -2.919


E for the records above, in order: -14649.3665; -11105.0747; -45323.8808; -83958.7573; -9670.7709; -133567.6164; -7823.3427; -351094.4379; -226092.4084 eV